1.
The following is a quantum chemistry calculation of a molecular structure, C8B2BaO16 at a distorted geometry, from OMol25.

Geometry (Å):
Ba 0.43 0.56 -1.22
O -8.11 1.46 0.32
C -7.09 1.68 -0.26
O -5.88 1.34 0.12
B -4.90 1.76 -0.90
O -5.66 2.56 -1.85
C -6.96 2.51 -1.55
O -7.83 2.95 -2.23
O -4.24 0.57 -1.51
C -3.02 0.55 -1.15
O -2.15 -0.25 -1.50
C -2.71 1.81 -0.37
O -3.80 2.49 -0.25
O -1.61 2.06 0.10
O 1.76 -1.70 -0.39
C 2.92 -1.54 -0.07
O 3.73 -2.36 0.49
B 4.97 -1.63 0.91
O 4.83 -0.30 0.26
C 3.68 -0.21 -0.29
O 3.18 0.73 -0.90
O 6.18 -2.29 0.44
C 6.89 -2.76 1.46
O 7.88 -3.40 1.40
C 6.10 -2.33 2.74
O 5.07 -1.57 2.36
O 6.34 -2.67 3.85

The max |F| comes out at 2.6 eV/Å. The value obtained for the lowest unoccupied orbital energy is -2.285 eV. For the gap between HOMO and LUMO, the calculation gives 7.859 eV.



2.
The following is a quantum chemistry calculation of a molecular structure, C8F24LiN4O16S8 at a distorted geometry, from OMol25.

Geometry (Å):
Li 2.01 1.14 -0.60
C -5.49 0.29 -0.67
F -6.22 -0.42 0.19
F -4.36 -0.37 -0.81
F -6.17 0.50 -1.76
S -4.98 1.98 0.06
O -3.56 1.91 0.39
O -5.36 2.98 -0.99
N -5.84 1.94 1.63
S -7.15 2.75 1.32
O -6.95 4.21 1.59
O -7.89 2.45 0.10
C -8.19 1.92 2.78
F -9.53 2.33 2.81
F -8.10 0.59 2.50
F -7.59 2.28 3.93
C 4.54 -5.02 -2.76
F 5.25 -4.43 -1.85
F 4.38 -4.20 -3.71
F 5.09 -6.22 -3.20
S 2.72 -5.30 -2.07
O 2.91 -5.90 -0.76
O 2.15 -3.95 -2.03
N 1.99 -6.24 -3.38
S 0.92 -7.16 -2.64
O 1.36 -8.56 -2.59
O 0.37 -6.68 -1.40
C -0.41 -7.22 -3.96
F -0.61 -6.03 -4.50
F 0.12 -8.04 -4.98
F -1.56 -7.73 -3.65
C 1.12 -0.56 6.11
F 0.36 -0.77 7.17
F 2.33 -1.07 6.38
F 0.54 -1.13 5.06
S 1.33 1.33 5.81
O 2.37 1.71 6.73
O 1.63 1.30 4.37
N -0.24 1.85 6.04
S -0.01 3.18 6.92
O 0.16 2.85 8.35
O 1.10 4.10 6.50
C -1.57 4.19 6.65
F -2.59 3.42 6.32
F -1.80 4.78 7.84
F -1.38 5.06 5.61
C 2.56 0.99 -5.95
F 3.54 0.26 -5.88
F 2.16 1.16 -7.19
F 1.48 0.55 -5.32
S 3.11 2.74 -5.34
O 3.99 3.04 -6.49
O 1.90 3.54 -5.08
N 3.81 2.36 -3.74
S 5.27 2.88 -3.93
O 6.25 1.90 -4.38
O 5.44 4.19 -4.51
C 5.74 3.05 -2.08
F 5.60 1.89 -1.40
F 7.02 3.39 -2.01
F 4.94 4.01 -1.58

The max |F| comes out at 5.9 eV/Å. The value obtained for the lowest unoccupied orbital energy is 2.362 eV. For the gap between HOMO and LUMO, the calculation gives 6.285 eV. As for the total charge: -3.



3.
The following is a quantum chemistry calculation of a single C8H10 molecule, from OMol25.

Geometry (Å):
C 2.11 -0.15 -1.36
C 0.97 -3.22 0.33
C -0.88 -1.34 -0.01
C -0.16 -2.63 0.23
C 0.02 -0.13 0.27
C 1.17 -0.13 -0.62
C 0.05 2.40 0.41
C -0.79 1.17 0.11
H 2.94 -0.13 -2.00
H -1.21 -1.30 -1.05
H -1.77 -1.29 0.63
H -0.79 -3.52 0.39
H 0.39 -0.19 1.30
H 0.47 2.34 1.42
H -0.56 3.30 0.35
H 0.87 2.48 -0.29
H -1.18 1.22 -0.91
H -1.64 1.13 0.80

The max |F| comes out at 0.5 eV/Å. The value obtained for the lowest unoccupied orbital energy is 0.271 eV. For the gap between HOMO and LUMO, the calculation gives 10.314 eV.



4.
The following is a quantum chemistry calculation of a molecular structure, C8H10AuCl3GeN2O2S2, from OMol25.

Geometry (Å):
Au 0.65 0.80 -0.05
C -0.49 1.76 2.74
O 0.05 0.62 2.02
C -0.59 -0.63 2.39
C -1.77 -0.93 1.50
O -1.28 -0.95 0.18
C -2.28 -1.27 -0.79
H -0.33 1.59 3.80
H -1.55 1.88 2.52
H 0.06 2.64 2.41
H -0.87 -0.56 3.44
H 0.18 -1.40 2.28
H -2.55 -0.16 1.61
H -2.20 -1.90 1.78
H -2.68 -2.27 -0.60
H -1.80 -1.26 -1.76
H -3.09 -0.54 -0.77
S 1.86 0.89 -1.94
C 2.51 -0.71 -1.66
S 2.27 -1.05 0.04
C 3.15 -1.44 -2.60
C 3.26 -0.93 -3.93
N 3.27 -0.49 -4.99
C 3.70 -2.71 -2.24
N 4.10 -3.75 -1.94
Cl 0.24 4.51 0.16
Ge -0.60 2.78 -0.72
Cl -2.60 2.52 -0.04
Cl -0.60 2.95 -2.84

As for the spin multiplicity: 2. The max |F| comes out at 0.6 eV/Å. The value obtained for the lowest unoccupied orbital energy (spin up / spin down) is -6.030 / -8.181 eV. For the gap between HOMO and LUMO (spin up / spin down), the calculation gives 6.919 / 4.350 eV. As for the total charge: +1.



5.
The following is a quantum chemistry calculation of 5 unconnected molecules or ions with the total composition C8H10BBr2NO14 at a distorted geometry, from OMol25.

Geometry (Å):
N 1.46 0.98 1.29
H 1.24 1.46 0.42
H 2.39 0.60 1.29
H 0.68 0.34 1.27
H 1.25 1.57 2.08
O -4.21 0.22 -1.72
C -3.49 -0.28 -0.83
O -2.59 -1.21 -1.02
B -1.90 -1.55 0.23
O -2.67 -0.78 1.28
C -3.48 0.00 0.70
O -4.17 0.84 1.34
O -1.91 -3.00 0.55
C -0.77 -3.36 0.94
O -0.48 -4.44 1.49
C 0.17 -2.15 0.73
O -0.52 -1.20 0.23
O 1.40 -2.17 0.98
O -0.87 1.50 -2.61
C -0.84 2.18 -1.43
O 0.19 2.22 -0.72
O -1.83 2.83 -1.16
H 0.06 1.29 -2.70
O 0.04 4.41 4.40
C 0.11 3.80 3.21
O 0.35 2.56 3.17
O -0.18 4.45 2.20
H 0.28 3.59 4.85
Br 2.19 -0.13 -3.91
C 1.82 -1.83 -2.93
C 3.15 -2.23 -2.22
Br 3.76 -0.81 -0.89
H 1.47 -2.58 -3.64
H 0.99 -1.67 -2.24
H 3.93 -2.30 -2.98
H 2.99 -3.17 -1.68

The max |F| comes out at 6.6 eV/Å. The value obtained for the lowest unoccupied orbital energy is 3.854 eV. For the gap between HOMO and LUMO, the calculation gives 5.900 eV. As for the total charge: -2.



6.
The following is a quantum chemistry calculation of a single C8H10BNO2 molecule at a distorted geometry, from OMol25.

Geometry (Å):
B -2.73 -1.26 0.25
C 1.33 1.14 1.74
C 0.09 1.83 1.59
C 1.70 0.31 0.74
C -0.84 1.41 0.73
C 0.88 -0.14 -0.33
C -0.62 0.09 0.04
C 1.33 -1.12 -1.35
C 1.45 0.36 -1.63
N -1.45 -0.82 -0.03
O -3.59 -1.49 -0.76
O -2.96 -1.62 1.58
H 2.04 1.38 2.47
H -0.03 2.64 2.24
H 2.68 -0.09 0.57
H -1.76 1.84 0.62
H 2.32 -1.64 -1.14
H 0.77 -1.80 -1.86
H 2.54 0.61 -1.49
H 1.12 0.79 -2.57
H -4.44 -1.76 -0.53
H -3.88 -1.69 1.84

The max |F| comes out at 4.1 eV/Å. The value obtained for the lowest unoccupied orbital energy is 0.447 eV. For the gap between HOMO and LUMO, the calculation gives 8.787 eV. The SMILES is OB(O)/N=C1\C=CC=CC12CC2.



7.
The following is a quantum chemistry calculation of a molecular structure, C8H10Br2Si at a distorted geometry, from OMol25.

Geometry (Å):
C 3.64 0.56 -1.26
C 3.08 -0.70 -1.37
C 3.00 1.68 -0.67
C 1.82 -0.97 -0.81
C 1.70 1.41 -0.31
C 1.20 0.15 -0.40
C -2.29 0.42 2.11
C -3.35 -1.04 -0.42
Si -2.20 0.29 0.25
Br -2.25 -2.73 -0.37
Br -3.35 2.14 -0.46
H 4.74 0.68 -1.53
H 3.58 -1.54 -1.89
H 3.42 2.72 -0.48
H 1.28 -1.95 -0.87
H 1.02 2.18 0.18
H -1.83 1.38 2.30
H -3.34 0.35 2.32
H -1.81 -0.43 2.73
H -4.19 -1.29 0.25
H -3.75 -1.04 -1.42

The max |F| comes out at 3.2 eV/Å. The value obtained for the lowest unoccupied orbital energy (spin up / spin down) is -1.146 / -0.237 eV. For the gap between HOMO and LUMO (spin up / spin down), the calculation gives 7.752 / 7.925 eV.



8.
The following is a quantum chemistry calculation of 2 unconnected molecules or ions with the total composition C8H10BrClN3S at a distorted geometry, from OMol25.

Geometry (Å):
C 1.48 -2.95 -0.39
C 1.21 -2.30 0.60
C -0.43 2.32 3.42
C -2.16 0.73 -0.79
C -2.99 -0.19 -0.38
C 0.20 0.20 -0.53
C 1.38 0.59 -2.92
C 1.28 -1.04 1.36
N -0.31 1.83 2.38
N -0.85 0.51 -1.17
N 0.20 -0.15 0.86
S 1.74 -0.01 -1.33
Cl -2.58 2.41 -0.89
Br -2.40 -2.01 -0.07
H 1.88 -3.69 -1.03
H -0.80 2.89 4.27
H -3.94 0.09 0.08
H 0.64 1.41 -2.73
H 1.14 -0.08 -3.68
H 2.45 0.94 -3.29
H 2.21 -0.56 1.17
H 1.07 -1.14 2.38
H 0.23 0.67 1.53
H -0.66 -0.47 1.14

The max |F| comes out at 4.0 eV/Å. The value obtained for the lowest unoccupied orbital energy is -3.163 eV. For the gap between HOMO and LUMO, the calculation gives 9.010 eV. As for the total charge: +1.



The records above give, respectively, relative energy (zero: lowest compared OMol25 entry of this formula, charge and spin) values of 0.000; 0.498; 5.661; 0.514; 2.394; 0.643; 4.535; 0.632 eV.